Formula: C14H38LiN2O6
Source: the Open Molecules 2025 dataset
Level of theory: wB97M-V/def2-TZVPD

Calculated values
- HOMO: -11.480 eV
- ΔE to the lowest compared entry with this formula, charge and spin: 75.6 kJ/mol
- Kohn-Sham gap: 9.295 eV
- F_max: 9.08 eV/Å
- Energy: -1124.17586 Ha
- Total charge: +1
- E_LUMO: -2.1847 eV

Element x y z (Å)
Li: 0.4037 1.1413 -1.2592
C: -1.7893 1.1823 -3.5382
O: -0.4583 1.7073 -3.0772
H: -2.5483 1.3603 -2.7782
H: -1.7623 0.1463 -3.5562
H: -2.0793 1.6683 -4.5052
H: -0.2043 2.1583 -3.9582
C: -2.4063 0.6933 -0.0172
O: -1.0383 0.9363 0.2898
H: -2.7713 -0.1557 -0.7352
H: -2.7883 1.6713 -0.1822
H: -2.8003 0.5003 1.1718
H: -0.8283 1.3343 1.0368
C: -0.3073 -1.9197 -2.5362
O: 0.5827 -0.9137 -1.9572
C: 1.9847 -1.2837 -1.9522
C: 2.9147 -0.1337 -1.6482
N: 2.1907 0.5753 -0.6222
C: 2.7347 1.7723 0.0138
C: 2.3737 2.9993 -0.7562
O: 0.9327 2.9963 -0.7522
C: 0.3177 4.1073 -1.2952
H: -0.1873 -2.9507 -2.1422
H: -0.1103 -2.0697 -3.4382
H: -1.3893 -1.7397 -2.4682
H: 2.1997 -1.7257 -2.9372
H: 2.3157 -2.1957 -1.5142
H: 3.1017 0.5473 -2.4662
H: 3.9637 -0.3447 -1.1672
H: 2.0377 0.0083 0.1428
H: 3.8457 1.5243 -0.0972
H: 2.5387 1.6343 1.0028
H: 2.7587 2.9833 -1.8592
H: 2.7347 3.9083 -0.4392
H: 0.7207 4.2363 -2.4442
H: 0.4747 5.0953 -0.8232
H: -0.7223 3.9593 -1.2892
C: -3.8323 0.5423 5.2658
O: -3.0143 0.5503 4.1248
C: -1.9043 -0.3937 4.1028
C: -1.4063 -0.3417 2.6598
N: -0.3423 -1.2287 2.4848
C: 0.0037 -1.5237 1.0408
C: 0.8267 -2.7047 0.9518
O: 1.2327 -3.0217 -0.3332
C: 2.0897 -4.0577 -0.6802
H: -3.3223 0.6823 6.3528
H: -4.5183 -0.2447 5.1058
H: -4.4403 1.4513 5.0898
H: -2.3033 -1.3717 4.2678
H: -1.2223 0.1313 4.8578
H: -0.9683 0.6043 2.3918
H: -2.2003 -0.5657 1.9128
H: -0.5133 -2.1287 2.7348
H: 0.5187 -0.7247 0.6088
H: -0.9763 -1.7227 0.6018
H: 0.5767 -3.7017 1.4018
H: 1.7967 -2.7217 1.5458
H: 1.6287 -4.9947 -0.2362
H: 2.9857 -3.9957 -0.0602
H: 2.3667 -3.9307 -1.6352

Force components x, y, z for each atom (eV/Å):
-0.694 -0.214 -0.204
0.330 2.159 0.588
-1.295 0.675 -3.272
0.065 0.733 0.012
0.450 -1.983 -0.787
0.235 -0.669 0.929
0.187 -0.892 2.604
-1.791 -0.228 4.869
0.320 -3.601 -8.325
1.603 1.622 1.344
-1.027 0.488 -1.150
-0.234 0.367 -4.111
0.465 2.970 5.131
-0.920 -0.167 7.220
-0.216 -0.834 0.495
0.925 -1.114 -3.646
1.104 0.668 1.719
-1.298 2.180 -0.474
4.174 -1.597 -3.936
-1.240 -1.347 -2.396
0.706 -0.299 0.741
1.785 1.743 -3.399
0.189 0.831 0.668
1.897 -0.498 -8.217
0.545 0.824 0.523
-0.047 1.064 -0.898
-0.500 0.777 1.557
-0.107 0.064 -0.459
-1.597 -0.562 -1.328
-0.408 -2.023 1.380
-0.688 1.344 0.526
-0.936 0.856 2.883
-0.684 -0.500 1.587
0.844 2.021 1.462
-1.176 -0.165 2.502
0.517 -0.633 0.293
-1.330 -0.445 -0.242
0.477 2.318 0.995
1.109 -0.306 -0.513
-0.723 3.471 -0.079
-0.463 -0.237 0.499
3.633 0.410 -2.356
-2.252 0.265 2.165
4.475 -4.958 1.884
-1.909 1.079 -1.468
-1.225 -1.475 6.714
-0.908 -0.809 -2.605
-0.693 -1.404 0.967
0.216 -0.289 0.564
0.234 -0.852 0.853
-0.172 -1.909 -0.925
-0.495 0.667 0.852
0.137 -0.181 1.284
-1.141 -2.921 2.045
0.142 1.053 -0.764
0.150 0.249 -0.957
-1.706 0.740 0.042
-0.556 1.472 -0.110
0.433 0.292 -1.650
0.608 0.219 0.011
0.474 -0.505 -3.639